Entry from the OMol25 dataset: a 5-piece molecular cluster, C45H81N4O20 overall (the ωB97M-V functional and the def2-TZVPD basis).

Geometry as XYZ:
```
150
Properties=species:S:1:pos:R:3:lowdin_charge:R:1
C 3.114 -2.638 0.744 0.0389
C 3.098 -1.581 -0.309 -0.5262
O 4.026 -0.918 -0.644 0.1332
O 1.854 -1.377 -0.854 -0.0501
C 1.532 -2.242 -1.963 -0.1648
C 1.493 -1.383 -3.219 -0.1581
C 0.288 -0.463 -3.139 -0.2112
C 0.359 0.736 -4.085 -0.1723
C -1.009 1.454 -4.161 -0.1359
C -0.998 2.952 -3.908 -0.0738
N -0.701 3.345 -2.487 0.0253
C -1.608 2.655 -1.520 -0.1751
C -3.051 3.158 -1.662 -0.1233
C -4.020 1.967 -1.616 -0.1877
C -5.476 2.357 -1.808 -0.1938
C -5.803 2.528 -3.291 -0.2743
N -7.127 3.154 -3.470 0.0132
C -1.133 2.861 -0.078 -0.3012
O -0.407 1.687 0.304 0.0225
N -0.350 4.050 0.029 0.0202
C -0.232 4.580 1.381 -0.0721
O -0.582 3.570 2.351 -0.0172
C -1.365 4.014 3.375 -0.5334
C -2.422 3.039 3.789 0.0407
O -1.190 5.060 3.903 0.1624
C 0.928 3.860 -0.638 -0.2347
O 1.625 5.088 -0.616 0.0374
C 2.819 5.050 0.096 -0.4185
O 2.982 5.824 0.968 0.2112
C 3.870 4.081 -0.325 -0.1492
C 4.801 4.531 -1.274 -0.0388
C 5.809 3.686 -1.741 -0.0549
C 5.892 2.380 -1.255 -0.0506
C 4.976 1.944 -0.293 -0.0568
C 3.963 2.777 0.176 -0.0147
C 0.738 3.286 -2.068 -0.1196
C 1.703 3.911 -3.075 -0.0509
C 1.291 5.271 -3.682 -0.3521
O 1.143 5.231 -5.095 -0.0198
C 2.257 6.416 -3.397 -0.2093
N 3.634 6.168 -3.814 0.0312
H 2.671 -3.531 0.310 0.0862
H 2.427 -2.299 1.516 0.0931
H 4.114 -2.798 1.116 0.0945
H 2.231 -3.068 -2.061 0.1319
H 0.523 -2.603 -1.783 0.1286
H 1.385 -2.042 -4.079 0.1256
H 2.407 -0.801 -3.289 0.1240
H 0.228 -0.041 -2.132 0.1027
H -0.642 -1.013 -3.276 0.1246
H 0.640 0.404 -5.081 0.1220
H 1.151 1.370 -3.706 0.0799
H -1.722 0.938 -3.528 0.0913
H -1.399 1.324 -5.167 0.1298
H -0.350 3.450 -4.614 0.1131
H -1.993 3.329 -4.120 0.1283
H -0.968 4.331 -2.404 0.1787
H -1.594 1.583 -1.661 0.1362
H -3.228 3.729 -2.571 0.1074
H -3.322 3.814 -0.838 0.1265
H -3.841 1.413 -0.695 0.1234
H -3.724 1.293 -2.422 0.1106
H -5.765 3.226 -1.219 0.1157
H -6.072 1.518 -1.451 0.1190
H -4.995 3.096 -3.760 0.1007
H -5.823 1.546 -3.758 0.0918
H -7.396 3.604 -2.604 0.0591
H -7.049 3.912 -4.137 0.0712
H -2.018 2.904 0.542 0.1513
H -0.651 1.464 1.208 0.0956
H 0.760 4.954 1.605 0.1334
H -0.915 5.414 1.505 0.1466
H -2.749 2.450 2.934 0.0767
H -3.271 3.563 4.203 0.0969
H -1.989 2.344 4.504 0.0900
H 1.527 3.133 -0.095 0.1378
H 4.741 5.543 -1.650 0.1072
H 6.488 4.069 -2.484 0.1085
H 6.665 1.732 -1.634 0.1081
H 5.038 0.929 0.073 0.0844
H 3.248 2.440 0.912 0.1170
H 0.991 2.235 -1.968 0.1490
H 1.805 3.210 -3.904 0.1121
H 2.698 3.972 -2.653 0.1077
H 0.332 5.595 -3.256 0.1399
H 1.225 4.339 -5.440 0.0806
H 1.885 7.233 -4.011 0.1242
H 2.180 6.755 -2.369 0.1066
H 3.836 5.184 -3.946 0.0599
H 3.815 6.596 -4.710 0.0778
C 1.049 0.215 5.566 -0.0504
C 0.427 -0.154 4.236 -0.2194
O 0.427 -1.571 4.008 0.0196
C -0.484 -2.266 4.700 -0.6142
O -1.299 -1.806 5.454 0.1329
O -0.324 -3.552 4.402 -0.0041
C -1.176 -4.452 5.127 -0.0189
H 2.056 -0.198 5.644 0.0795
H 1.106 1.298 5.670 0.0820
H 0.464 -0.178 6.396 0.0804
H 1.019 0.264 3.422 0.1160
H -0.589 0.233 4.146 0.1076
H -2.221 -4.174 5.018 0.0979
H -0.896 -4.463 6.179 0.1032
H -1.014 -5.438 4.699 0.0863
C 4.866 -2.338 10.496 -0.0650
C 5.878 -3.164 9.732 -0.2055
O 5.273 -3.907 8.660 0.0421
C 4.948 -3.202 7.583 -0.6119
O 5.137 -2.025 7.412 0.1198
O 4.381 -4.030 6.701 0.0098
C 3.925 -3.385 5.514 -0.0402
H 4.055 -2.971 10.858 0.0825
H 5.342 -1.854 11.348 0.0818
H 4.428 -1.567 9.863 0.0727
H 6.316 -3.916 10.385 0.1232
H 6.689 -2.550 9.342 0.1243
H 4.727 -2.822 5.041 0.0960
H 3.087 -2.727 5.741 0.0859
H 3.590 -4.168 4.839 0.0892
C -6.416 -2.175 -9.262 -0.0627
C -5.559 -1.090 -8.647 -0.2125
O -6.328 -0.181 -7.843 0.0355
C -6.703 -0.642 -6.652 -0.6157
O -6.420 -1.714 -6.182 0.1205
O -7.428 0.302 -6.053 0.0020
C -7.972 -0.083 -4.788 -0.0498
H -7.234 -1.734 -9.832 0.0845
H -5.817 -2.796 -9.928 0.0822
H -6.851 -2.815 -8.496 0.0754
H -5.120 -0.474 -9.429 0.1212
H -4.744 -1.508 -8.055 0.1204
H -7.189 -0.441 -4.121 0.0861
H -8.731 -0.851 -4.919 0.1009
H -8.427 0.805 -4.358 0.0815
C -0.514 -11.217 3.166 -0.0643
C 0.549 -10.707 4.114 -0.2038
O 1.472 -9.815 3.464 0.0445
C 1.019 -8.592 3.224 -0.6108
O -0.066 -8.157 3.513 0.1148
O 1.980 -7.909 2.594 0.0104
C 1.592 -6.594 2.207 -0.0435
H -0.054 -11.685 2.295 0.0830
H -1.145 -11.950 3.668 0.0822
H -1.148 -10.405 2.811 0.0729
H 1.160 -11.534 4.470 0.1237
H 0.114 -10.216 4.984 0.1242
H 1.223 -6.020 3.055 0.0850
H 0.834 -6.645 1.426 0.0997
H 2.478 -6.104 1.812 0.0863
```

Results
- Relative energy (zero: lowest compared OMol25 entry of this formula, charge and spin): 0.0 kcal per mole
- Net charge: +1